# C6H12O

A cluster of 2 separate species, C6H12O in total in a non-equilibrium geometry (the ωB97M-V functional and the def2-TZVPD basis, the Open Molecules 2025 dataset).

Structure (XYZ):
```
19
Properties=species:S:1:pos:R:3:mulliken_charge:R:1
C 2.20846 -1.41733 0.78828 -0.749
C 1.46717 -0.32394 0.85978 -0.440
C 0.44746 0.07053 -0.14563 0.734
C 0.51880 1.46238 -0.73130 -1.292
C -0.59307 -0.72155 -0.40333 -0.381
C -1.64353 -0.47698 -1.45900 -1.184
H 2.21759 -2.07062 -0.07544 0.289
H 2.88668 -1.63508 1.60478 0.275
H 1.46800 0.28879 1.75923 0.314
H 1.15291 2.10731 -0.12728 0.397
H -0.47714 1.91319 -0.78808 0.322
H 0.94869 1.50124 -1.73223 0.334
H -0.57428 -1.70809 0.04066 0.445
H -1.15992 -0.17370 -2.39260 0.310
H -2.27001 0.38028 -1.21827 0.270
H -2.27393 -1.35088 -1.61430 0.350
O -1.42353 0.99389 2.17232 -0.654
H -1.49729 0.03523 2.24915 0.325
H -1.40308 1.12532 1.21324 0.336
```

- DFT total energy: -311.003915 hartree
- Energy above the lowest of the compared OMol25 structures with the same formula, charge and spin: 1.506 eV
- Largest force on an atom: 1.07 eV/A
- Kohn-Sham gap: 9.92 eV
- Total charge: 0
- Structure (SMILES): C=C/C(C)=C/C.O
- Spin multiplicity: 1


# C6H10N2O

An isolated molecule of C6H10N2O in a non-equilibrium geometry (the ωB97M-V functional and the def2-TZVPD basis, the Open Molecules 2025 dataset).

Structure (XYZ):
```
19
Properties=species:S:1:pos:R:3:mulliken_charge:R:1
C 0.43720 2.63345 0.45797 -0.835
C 0.42324 1.01772 0.07531 0.332
N 1.47040 0.38309 0.16355 -0.572
N 1.36792 -0.91513 -0.39781 -0.220
C 1.44057 -2.45014 -0.18892 -0.420
C 0.15742 -1.67420 0.30936 -0.107
C -1.08550 -1.00797 -0.31344 -0.785
C -0.78643 0.55134 -0.59740 0.570
O -1.94060 1.20134 -0.37441 -0.664
H 0.42410 2.55900 1.73712 0.224
H -0.36688 3.28153 -0.21598 0.266
H 1.57077 2.81212 0.20721 0.323
H 1.80476 -3.22985 -0.99348 0.221
H 1.88759 -2.89292 0.70440 0.254
H 0.21643 -1.75159 1.45049 0.177
H -1.71678 -1.34058 -1.10402 0.366
H -1.81675 -0.90838 0.54392 0.335
H -0.56494 0.86156 -1.71018 0.147
H -2.92253 0.86961 0.24632 0.387
```

- DFT total energy: -419.068048 hartree
- Energy above the lowest of the compared OMol25 structures with the same formula, charge and spin: 8.665 eV
- Largest force on an atom: 7.56 eV/A
- Kohn-Sham gap: 8.52 eV
- Total charge: 0
- Structure (SMILES): CC1=NN2C[C@@H]2C[C@H]1O
- Spin multiplicity: 1


# C20H22N4OS

An isolated molecule of C20H22N4OS in a non-equilibrium geometry (the ωB97M-V functional and the def2-TZVPD basis, the Open Molecules 2025 dataset).

Structure (XYZ):
```
48
Properties=species:S:1:pos:R:3:mulliken_charge:R:1
C -0.30733 1.30471 -1.99134 -1.697
C -0.64686 0.60363 -0.70300 0.989
N -1.17176 1.18314 0.30833 -0.282
N -1.53219 2.45762 0.35356 -0.691
C -0.76496 3.45668 0.43495 0.750
S 1.03783 3.45409 0.41502 -0.207
C 1.04440 5.18992 0.65976 0.563
C 2.14554 6.01325 0.76448 -0.541
C 1.93930 7.37200 0.95239 -0.519
C 0.65371 7.88366 1.03119 -0.644
C -0.45417 7.05834 0.92697 -0.618
C -0.25963 5.69636 0.74106 0.115
N -1.23117 4.73477 0.61690 0.144
C -2.64090 5.01311 0.69522 -1.110
C -0.38590 -0.82554 -0.58036 0.402
C 0.40901 -1.51927 -1.49314 -0.906
C 0.65579 -2.86720 -1.34864 -0.816
C 0.10681 -3.59548 -0.28530 1.152
N 0.34240 -4.93895 -0.14650 0.243
C 0.09435 -5.64154 1.09263 -0.781
C 1.03261 -6.84285 1.18508 -0.680
O 0.82951 -7.77692 0.14397 -0.380
C 0.36462 -7.18653 -1.05270 -0.680
C 0.85079 -5.74973 -1.23002 -0.794
C -0.69258 -2.89727 0.63243 -0.631
C -0.92297 -1.55018 0.48772 -0.783
H -0.80716 2.27155 -2.03192 0.412
H -0.62240 0.70977 -2.84569 0.475
H 0.76803 1.47240 -2.05320 0.398
H 3.14023 5.60147 0.70025 0.394
H 2.78861 8.03201 1.03639 0.378
H 0.50827 8.94351 1.17607 0.368
H -1.45054 7.46624 0.98816 0.413
H -2.95092 5.65682 -0.13171 0.337
H -2.87727 5.50513 1.64114 0.330
H -3.17151 4.06552 0.63696 0.337
H 0.86864 -1.00018 -2.32028 0.328
H 1.30192 -3.35461 -2.06204 0.375
H 0.29571 -4.97734 1.93702 0.630
H -0.94864 -5.98624 1.15980 0.253
H 0.86837 -7.38382 2.12054 0.369
H 2.07378 -6.48669 1.16729 0.283
H 0.72891 -7.81599 -1.86866 0.369
H -0.73582 -7.19685 -1.06984 0.285
H 0.47126 -5.36939 -2.18203 0.629
H 1.95084 -5.73744 -1.26243 0.252
H -1.15359 -3.41975 1.45579 0.371
H -1.54295 -1.02597 1.19774 0.414
```

- DFT total energy: -1467.732658 hartree
- Energy above the lowest of the compared OMol25 structures with the same formula, charge and spin: 1.069 eV
- Largest force on an atom: 1.69 eV/A
- Kohn-Sham gap: 7.92 eV
- Total charge: 0
- Structure (SMILES): C/C(=N\N=c1/sc2ccccc2n1C)c1ccc(N2CCOCC2)cc1
- Spin multiplicity: 1


# C4H20O6

A cluster of 6 separate species, C4H20O6 in total in a non-equilibrium geometry (the ωB97M-V functional and the def2-TZVPD basis, the Open Molecules 2025 dataset).

Structure (XYZ):
```
30
Properties=species:S:1:pos:R:3:mulliken_charge:R:1
O -37.59301 -22.12771 -18.99352 -0.326
H -37.52778 -22.55124 -18.11370 0.509
H -37.55652 -21.15541 -18.76337 0.504
H -36.80460 -22.25805 -19.37996 0.194
O -35.16791 -22.48332 -20.01562 -0.860
H -34.59082 -23.18771 -19.59456 0.143
C -34.09873 -22.01275 -16.83052 -0.536
O -34.00766 -21.09602 -17.93748 -0.593
H -34.58073 -21.61593 -16.14671 0.314
H -33.03697 -22.32332 -16.50287 0.210
H -34.72117 -23.09402 -17.21658 0.099
H -34.38124 -21.42706 -18.78894 0.518
C -33.25701 -22.90939 -22.86680 -0.535
O -33.31494 -21.84188 -22.05041 -0.560
H -34.02785 -23.69551 -22.54642 0.018
H -32.42647 -23.41542 -23.00755 0.351
H -33.32027 -22.64457 -23.99911 0.234
H -33.87146 -22.15040 -21.25402 0.371
C -35.95705 -19.47343 -21.24245 -0.484
O -36.42302 -20.74301 -21.42836 -0.553
H -36.37888 -18.88453 -22.12216 0.209
H -34.85263 -19.67852 -21.11668 0.255
H -36.36739 -19.01881 -20.25128 0.129
H -35.80791 -21.27910 -20.87543 0.375
C -36.79260 -24.60805 -22.21242 -0.449
O -36.65646 -24.57678 -20.78809 -0.529
H -37.85329 -23.89232 -22.39203 0.160
H -36.82717 -25.57206 -22.42358 0.305
H -35.98331 -23.99695 -22.57022 0.166
H -36.03352 -23.84382 -20.71643 0.359
```

- DFT total energy: -615.547299 hartree
- Energy above the lowest of the compared OMol25 structures with the same formula, charge and spin: 7.354 eV
- Largest force on an atom: 11.67 eV/A
- Kohn-Sham gap: 8.12 eV
- Total charge: 0
- Spin multiplicity: 1


# C2H4O3Rh

A structure of composition C2H4O3Rh in a non-equilibrium geometry (the ωB97M-V functional and the def2-TZVPD basis, the Open Molecules 2025 dataset).

Structure (XYZ):
```
10
Properties=species:S:1:pos:R:3:mulliken_charge:R:1
O 0.89317 1.53216 0.00313 -0.386
O 1.26012 -1.28660 -0.78503 -0.294
C -0.29263 1.29350 0.15682 0.358
C -0.83722 -0.09453 0.22956 -0.115
H -1.02336 2.11810 0.19489 0.463
H -1.59873 -0.24952 -0.54949 0.419
H -1.30764 -0.25297 1.21309 0.381
Rh 2.28651 0.15976 0.02108 1.767
O 0.18263 -1.05399 0.09367 -0.227
H 0.43713 -2.16590 -0.57773 0.633
```

- DFT total energy: -413.015201 hartree
- ⟨S²⟩: 6.010
- Energy above the lowest of the compared OMol25 structures with the same formula, charge and spin: 3.638 eV
- Largest force on an atom: 4.48 eV/A
- Kohn-Sham gap (alpha / beta): 11.29 / 7.20 eV
- Total charge: +3
- Spin multiplicity: 5